A 3-piece molecular cluster, C2H9NO4 overall in a non-equilibrium geometry, computed with wB97M-V/def2-TZVPD.

For the relative energy (zero: lowest compared OMol25 entry of this formula, charge and spin), the calculation gives 151.57 kJ/mol. The value obtained for the orbital gap is 10.305 eV. As for the total energy: -437.2897 Ha. As for the SMILES: CNC(=O)O.O.O. Its spin multiplicity is 1. The net charge is 0. The LUMO energy is 0.021 Eh.

Last column: Mulliken charge in e.
Cartesian coordinates (Å):
1 C 1.220 0.585 -2.289  -0.61
2 N -0.121 0.024 -1.957  -0.22
3 C -0.593 -0.300 -0.618  0.53
4 O -1.765 -0.546 -0.291  -0.55
5 O 0.490 -0.217 0.291  -0.48
6 H 1.468 0.426 -3.425  0.27
7 H 1.180 1.726 -1.884  0.17
8 H 1.941 0.105 -1.641  0.28
9 H -0.417 -0.616 -2.659  0.24
10 H 0.181 -0.657 1.202  0.35
11 O -2.756 -1.877 2.709  -0.66
12 H -3.094 -1.684 1.784  0.33
13 H -2.904 -2.892 2.683  0.32
14 O 3.001 2.206 1.380  -0.61
15 H 2.999 2.889 0.725  0.30
16 H 3.970 2.297 1.634  0.32